# 1
Molecular formula: C6H5N
Method: DFT, the ωB97M-V functional and the def2-TZVPD basis

```
12
C6H5N | OMol25 | the ωB97M-V functional and the def2-TZVPD basis
N 0.547 -1.095 1.179
C -1.310 0.013 -0.042
C -0.723 -0.576 1.063
C 0.487 0.994 -1.402
C 1.334 0.556 -0.422
C 1.462 -0.678 0.371
C -0.825 0.513 -1.321
H 2.468 -1.217 0.416
H -2.433 0.264 0.101
H -1.724 0.811 -1.849
H 2.088 1.215 -0.098
H -1.371 -0.800 2.004
```

Properties
SMILES	C1=CC=CN=CC=1
ΔE to the lowest compared entry with this formula, charge and spin	3.817	eV
E	-7787.9776	eV
largest force on an atom	0.0578	Eh/bohr



# 2
Molecular formula: C21H24N4
Method: DFT, the ωB97M-V functional and the def2-TZVPD basis

```
49
C21H24N4 | OMol25 | the ωB97M-V functional and the def2-TZVPD basis
N 1.334 1.260 -0.756
N -2.007 0.273 -0.487
N 0.029 1.231 -0.840
N -4.531 1.331 0.535
C 4.184 1.287 -0.976
C 1.513 -3.488 -0.301
C 0.123 -3.541 -0.442
C -2.832 -0.485 0.433
C 1.425 -1.081 -0.301
C -6.417 -0.324 0.136
C 2.157 -2.280 -0.259
C -4.059 1.538 -0.823
C 6.177 0.930 0.334
C 2.032 0.215 -0.389
C 4.105 -0.139 0.949
C -2.539 1.579 -0.845
C -0.655 0.136 -0.542
C 5.523 1.522 -0.742
C 7.629 1.204 0.583
C -5.946 1.046 0.641
C -3.646 0.478 1.307
C 5.446 0.106 1.179
C 3.459 0.439 -0.141
C 0.012 -1.133 -0.405
C -0.614 -2.386 -0.511
H 5.931 -0.349 2.032
H -4.455 2.494 -1.178
H 8.039 0.508 1.310
H -2.945 1.115 1.862
H -2.200 -1.105 1.073
H -6.195 -0.450 -0.921
H 3.235 -2.235 -0.224
H -6.216 1.148 1.697
H -4.399 0.753 -1.519
H 3.676 1.753 -1.806
H 7.758 2.216 0.967
H 8.199 1.124 -0.342
H -4.223 -0.092 2.037
H -6.468 1.831 0.087
H 6.076 2.176 -1.402
H -3.518 -1.138 -0.123
H 2.079 -4.407 -0.260
H -1.675 -2.442 -0.695
H -0.369 -4.499 -0.522
H -2.173 1.825 -1.843
H -7.492 -0.407 0.268
H -5.941 -1.129 0.692
H -2.172 2.351 -0.160
H 3.549 -0.761 1.636
```

Properties
SMILES	CCN1CCN(c2nnc(-c3ccc(C)cc3)c3ccccc23)CC1
E	-28126.2623	eV
largest force on an atom	0.0300	Eh/bohr



# 3
Molecular formula: C3H7NO
Method: DFT, the ωB97M-V functional and the def2-TZVPD basis

```
12
C3H7NO | OMol25 | the ωB97M-V functional and the def2-TZVPD basis
O 1.315 1.527 1.767
N -1.200 -1.373 -2.445
C -0.707 -0.758 0.009
C 0.377 -0.420 0.605
C 0.616 1.177 0.767
H 1.174 -0.976 1.084
H 1.102 1.375 -0.228
H -0.996 -2.132 -3.085
H -0.353 1.720 0.767
H -0.942 -1.169 -1.178
H -1.681 -0.811 0.493
H -1.951 -0.777 -2.780
```

Properties
ΔE to the lowest compared entry with this formula, charge and spin	9.101	eV
E	-6753.6491	eV
largest force on an atom	0.1086	Eh/bohr



# 4
Molecular formula: C16H16HgN3Si
Method: DFT, the ωB97M-V functional and the def2-TZVPD basis

```
37
C16H16HgN3Si | OMol25 | the ωB97M-V functional and the def2-TZVPD basis
Hg 2.689 -0.140 0.249
Si 1.197 -0.103 -1.883
N -1.176 0.379 4.372
N -0.601 -1.742 5.082
N 0.241 -0.002 2.012
C 1.587 -2.439 -3.461
C 0.119 3.251 -4.092
C 2.931 -0.566 -4.112
C -1.080 1.331 3.446
C 2.177 -3.210 -4.451
C 0.861 4.050 -1.953
C 3.146 -2.657 -5.277
C -0.555 -0.767 4.117
C 1.951 -1.104 -3.272
C -0.380 1.152 2.269
C 3.521 -1.331 -5.106
C 0.162 -0.951 2.922
C 0.381 1.949 -3.694
C 0.884 1.671 -2.420
C 1.125 2.745 -1.563
C 0.357 4.305 -3.219
H 4.275 -0.894 -5.749
H 3.233 0.469 -3.990
H -0.450 -2.693 4.795
H 0.153 5.321 -3.530
H -0.272 3.445 -5.083
H -0.317 1.930 1.518
H 3.605 -3.256 -6.053
H 1.877 -4.242 -4.583
H 0.196 1.135 -4.387
H 0.677 -1.884 2.720
H 1.057 4.868 -1.272
H 0.825 -2.879 -2.828
H 1.531 2.560 -0.573
H -1.586 2.265 3.658
H -0.084 -0.777 -1.542
H -1.306 -1.609 5.788
```

Properties
spin multiplicity	2
⟨S²⟩	0.759
E	-33373.6280	eV
largest force on an atom	0.0022	Eh/bohr



# 5
Molecular formula: C5H8O2
Method: DFT, the ωB97M-V functional and the def2-TZVPD basis

```
15
C5H8O2 | OMol25 | the ωB97M-V functional and the def2-TZVPD basis
O 2.499 0.259 0.216
O -1.334 -2.173 -0.299
C -1.702 0.299 -0.596
C 0.143 -0.298 0.480
C -0.485 1.044 0.009
C -1.054 -1.014 -0.153
C 1.490 -0.661 -0.138
H 1.818 -1.637 0.229
H -2.666 0.495 -0.116
H 2.243 1.121 -0.138
H 1.386 -0.741 -1.233
H -0.728 1.741 0.814
H 0.191 -0.408 1.570
H 0.114 1.577 -0.739
H -1.830 0.384 -1.680
```

Properties
SMILES	O=C1CC[C@@H]1CO
ΔE to the lowest compared entry with this formula, charge and spin	1.209	eV
E	-9408.6233	eV
largest force on an atom	0.0110	Eh/bohr



# 6
Molecular formula: C17H19N7PSSr
Method: DFT, the ωB97M-V functional and the def2-TZVPD basis

```
46
C17H19N7PSSr | OMol25 | the ωB97M-V functional and the def2-TZVPD basis
Sr -0.609 1.368 0.203
S -0.899 1.689 -2.554
P 1.000 -1.769 0.775
N -1.635 -0.914 0.133
N 0.871 -1.331 3.515
N -0.934 -2.601 -1.102
N -0.040 0.334 2.380
N 3.063 -0.804 -0.890
N 1.824 0.817 -0.047
N -1.978 3.251 -0.567
C -0.125 0.598 3.728
C -0.612 -1.722 -0.115
C -2.589 3.875 -2.784
C 2.807 1.364 -0.839
C -2.214 -2.318 -1.507
C 1.546 -2.604 3.818
C -1.888 3.027 -1.906
C 0.570 -0.842 2.286
C -3.431 5.125 -0.915
C -2.732 4.271 -0.106
C 1.994 -0.498 -0.108
C 3.559 -2.142 -1.231
C -2.636 -1.282 -0.736
C 0.432 -0.422 4.438
C -3.345 4.907 -2.293
C -0.060 -3.617 -1.696
C 3.574 0.376 -1.369
H 4.645 -2.126 -1.239
H 3.185 -2.451 -2.203
H 0.650 -3.959 -0.948
H 0.972 -3.436 3.422
H -4.019 5.930 -0.497
H 3.233 -2.846 -0.471
H 0.556 -0.587 5.496
H -2.509 3.687 -3.847
H 2.899 2.426 -0.993
H -0.665 -4.465 -2.002
H -2.769 4.403 0.971
H 4.423 0.401 -2.033
H -3.879 5.558 -2.976
H 0.469 -3.212 -2.555
H -3.589 -0.780 -0.754
H -0.580 1.493 4.122
H 1.611 -2.695 4.897
H 2.548 -2.609 3.398
H -2.694 -2.868 -2.300
```

Properties
net charge	+1
E	-49325.9040	eV
largest force on an atom	0.0279	Eh/bohr